a) The following is a quantum chemistry calculation of C3H5N3O in the gas phase, from OMol25.

Highest occupied orbital energy: -7.04 eV
Frontier orbital gap: 7.9 eV

```
! wB97M-V def2-TZVPD RIJCOSX def2/J DEFGRID3
* xyz 0 1
N -2.04 -0.85 1.02
C -0.74 -0.71 0.66
N 0.44 -1.04 0.62
C 1.38 -0.10 -0.03
O 2.42 -0.61 -0.77
C 0.70 0.99 -0.55
N -0.60 1.07 -0.35
H -2.56 -1.62 0.59
H -2.44 0.04 0.76
H 3.15 -0.90 -0.21
H 1.26 1.75 -1.09
H -0.96 1.98 -0.65
*
```

Just the natural (NBO) charges please, in e? Sure, here they are: -0.826 0.666 -0.411 0.191 -0.688 -0.007 -0.800 0.400 0.421 0.474 0.202 0.377

=====

b) The following is a quantum chemistry calculation of C3H5N3O in the gas phase, from OMol25.

Highest occupied orbital energy: -8.88 eV
Frontier orbital gap: 9.6 eV
SMILES: [H]/N=C1/NN=CCO1

```
! wB97M-V def2-TZVPD RIJCOSX def2/J DEFGRID3
* xyz 0 1
H -2.63 0.95 -0.22
N -2.26 -0.06 0.10
C -1.00 0.03 0.03
N -0.26 -1.14 0.00
N 1.01 -1.31 0.00
C 1.64 -0.24 -0.06
C 1.13 1.15 0.17
O -0.29 1.22 -0.22
H -0.86 -1.99 -0.11
H 2.78 -0.23 -0.27
H 1.23 1.40 1.34
H 1.72 2.00 -0.49
*
```

Just the natural (NBO) charges please, in e? Sure, here they are: 0.358 -0.712 0.651 -0.448 -0.181 -0.032 -0.144 -0.522 0.410 0.189 0.203 0.227

=====

b) comes first in stability; the runner-up is 0.637 eV higher.

=====

a) The following is a quantum chemistry calculation of C3H5N3O in the gas phase, from OMol25.

Highest occupied orbital energy (alpha / beta): -7.77 / -7.78 eV
Frontier orbital gap (alpha / beta): 7.3 / 7.3 eV

```
! wB97M-V def2-TZVPD RIJCOSX def2/J DEFGRID3
* xyz 0 1
C 2.03 0.29 -0.19
C -1.12 -0.13 0.11
C 0.66 -0.20 0.09
N -2.31 0.37 -0.32
O 0.44 -1.54 0.15
N -0.93 -1.52 0.35
N -0.25 0.50 0.92
H -3.06 -0.29 -0.45
H -2.59 1.26 0.08
H 2.73 -0.13 0.53
H 2.35 0.01 -1.19
H 2.05 1.38 -0.09
*
```

Just the natural (NBO) charges please, in e? Sure, here they are: -0.679 0.466 0.480 -0.762 -0.290 -0.366 -0.387 0.409 0.398 0.247 0.242 0.242

=====

b) The following is a quantum chemistry calculation of 2 unconnected molecules or ions with the total composition C3H5N3O, from OMol25.

Highest occupied orbital energy: -10.62 eV
Frontier orbital gap: 11.3 eV
SMILES: N#CCO.N=C=N

```
! wB97M-V def2-TZVPD RIJCOSX def2/J DEFGRID3
* xyz 0 1
N -0.47 -1.24 -1.14
C 0.38 -0.49 -0.92
C 1.48 0.48 -0.78
O 2.41 0.34 -1.83
H 1.05 1.49 -0.72
H 2.02 0.30 0.16
H 1.93 0.42 -2.66
N -2.35 -1.32 1.46
C -1.61 -0.36 1.51
N -0.75 0.52 1.58
H -3.23 -1.27 0.96
H -0.86 1.13 2.38
*
```

Just the natural (NBO) charges please, in e? Sure, here they are: -0.335 0.261 -0.163 -0.684 0.208 0.229 0.474 -0.693 0.671 -0.770 0.405 0.396

=====

b) comes first in stability; the runner-up is 3.933 eV higher.